--- one ---
This record from the OMol25 dataset describes a molecular structure, C36H40BMnNP2. The level of theory is the ωB97M-V functional and the def2-TZVPD basis.

Geometry as XYZ:
```
81
Properties=species:S:1:pos:R:3:mulliken_charge:R:1
Mn -1.15784 -0.03279 -0.45908 0.12
C 0.76731 -0.76205 -1.63526 0.01
C -0.40702 -0.87121 -2.38574 -0.17
C -1.02493 -2.20984 -2.73399 -0.98
C -2.22453 -2.57934 -1.84488 -0.82
C -2.15498 -1.94990 -0.47824 -0.65
C -0.99951 -2.09136 0.33138 -0.10
C 0.27972 -2.77596 -0.14717 -0.76
C 1.36408 -1.86291 -0.80588 -0.74
C -2.20844 1.42949 0.34676 -1.06
H 1.47064 0.03364 -1.91785 0.40
H -0.62229 -0.06214 -3.08499 0.40
H -0.28826 -3.02688 -2.69166 0.47
H -1.36664 -2.12960 -3.77706 0.40
H -3.16955 -2.29006 -2.33531 0.35
H -2.27228 -3.67562 -1.75329 0.43
H -3.10610 -1.71649 0.00428 0.71
H -1.09639 -2.06156 1.42567 0.53
H 0.04630 -3.59979 -0.84392 0.27
H 0.77631 -3.25533 0.71592 0.45
H 2.01112 -1.39376 -0.03677 0.22
H 2.06902 -2.48766 -1.40013 0.48
H -1.60395 2.34402 0.25836 0.35
H -2.33677 1.15261 1.40821 0.29
H -3.18381 1.55188 -0.13542 0.34
P -6.76866 0.95388 -5.58385 0.30
P -8.57523 0.06215 -3.40387 0.01
C -7.33896 -0.75123 -5.65427 -0.63
C -8.29882 -1.10297 -4.75277 -0.82
C -7.27437 1.55742 -7.24602 0.48
C -7.53814 0.69269 -8.31730 0.02
C -7.84335 1.21869 -9.58161 -0.62
C -8.00089 2.59992 -9.73964 -0.45
C -7.88531 3.45937 -8.63041 -0.56
C -7.52345 2.94277 -7.38565 -0.55
C -4.93710 0.70403 -5.61602 0.54
C -4.41440 0.21802 -4.40345 -0.96
C -3.04218 0.05783 -4.25292 -0.27
C -2.18861 0.32265 -5.33216 -0.54
C -2.71629 0.72896 -6.56671 -0.89
C -4.09237 0.94282 -6.70914 -0.48
C -10.44289 -0.09354 -3.30056 0.25
C -11.13742 0.45732 -4.39441 -0.28
C -12.52461 0.34831 -4.48357 -0.59
C -13.24086 -0.28359 -3.45991 -0.45
C -12.56277 -0.81814 -2.35877 -0.53
C -11.16685 -0.70364 -2.26231 -0.37
C -8.08233 -0.92795 -1.93539 0.54
C -8.06295 -0.26354 -0.69729 -0.39
C -7.84829 -0.98937 0.47752 -0.67
C -7.60063 -2.37075 0.39762 -0.46
C -7.55339 -3.01801 -0.84433 -0.74
C -7.76931 -2.28996 -2.01552 -0.11
H -6.88200 -1.44687 -6.36456 0.73
H -8.89325 -2.02042 -4.77327 0.78
H -7.49753 -0.39006 -8.17759 0.28
H -7.94964 0.55206 -10.44185 0.38
H -8.22751 3.01538 -10.72586 0.36
H -8.06695 4.53087 -8.74712 0.36
H -7.42303 3.60252 -6.51905 0.36
H -5.08126 -0.04036 -3.57440 0.42
H -2.64876 -0.27626 -3.28964 0.66
H -1.10853 0.19431 -5.22155 0.31
H -2.05617 0.87460 -7.42183 0.35
H -4.50961 1.27094 -7.66185 0.37
H -10.57179 0.98069 -5.17187 0.38
H -13.04998 0.77472 -5.33625 0.37
H -14.32823 -0.35509 -3.52479 0.35
H -13.12653 -1.30552 -1.55997 0.37
H -10.66058 -1.07545 -1.37026 0.27
H -8.23364 0.81074 -0.65871 0.37
H -7.87638 -0.47733 1.44097 0.43
H -7.44063 -2.93961 1.31703 0.40
H -7.35305 -4.09024 -0.90132 0.40
H -7.71975 -2.78024 -2.99164 0.33
B 2.62075 0.46015 2.10363 0.04
C 1.21534 0.45290 1.49349 0.14
N 0.17744 0.31455 0.96537 -0.59
H 2.85670 1.47327 2.75461 -0.12
H 3.38147 0.38434 1.15255 -0.11
H 2.67049 -0.54911 2.78566 -0.10
```

Values from the calculation:
* spin multiplicity: 6
* HOMO (alpha / beta): -0.27578 / -0.27579 hartree
* molecular weight: 614.421 g mol⁻¹
* gap between HOMO and LUMO (alpha / beta): 7.62 / 6.14 eV
* ⟨S²⟩: 8.79
* lowest unoccupied orbital energy (alpha / beta): 0.115 / -1.368 eV

--- two ---
This record from the OMol25 dataset describes a molecular structure, C36H40BMnNP2. The level of theory is the ωB97M-V functional and the def2-TZVPD basis.

Geometry as XYZ:
```
81
Properties=species:S:1:pos:R:3:mulliken_charge:R:1
Mn -3.18980 0.55443 0.65051 0.75
C -4.77819 -4.18605 0.74814 -0.55
C -3.45036 -3.90269 0.76138 0.16
C -2.46831 -3.89332 -0.35745 -1.08
C -2.15580 -2.65703 -1.26611 -0.20
C -3.33856 -1.87999 -1.73619 -0.41
C -4.58917 -2.29064 -1.99162 -0.43
C -5.25913 -3.60286 -1.79010 -0.94
C -5.69977 -4.20143 -0.38498 -0.69
C -2.92286 2.56505 1.21744 -1.26
H -5.23085 -4.25465 1.74832 0.31
H -2.90790 -3.47416 1.63512 0.09
H -2.71327 -4.76333 -0.96944 0.53
H -1.49022 -4.11778 0.13243 0.43
H -1.41989 -2.01539 -0.76021 -0.07
H -1.63238 -3.06642 -2.15179 0.31
H -3.07155 -0.84504 -2.01111 0.84
H -5.23939 -1.55378 -2.51933 0.29
H -4.67519 -4.35954 -2.32430 0.38
H -6.21384 -3.46677 -2.32391 0.33
H -6.62599 -3.73520 -0.10124 0.32
H -5.96919 -5.21206 -0.65253 0.40
H -3.32124 2.43008 2.20871 0.41
H -3.65646 2.67321 0.43951 0.38
H -1.97544 3.04684 1.12263 0.39
P 2.88978 0.82636 1.46275 0.45
P 2.16352 2.05543 -0.94035 0.32
C 3.38645 -0.11198 -0.02348 -0.26
C 3.27717 0.64424 -1.15437 -0.72
C 4.28216 0.70585 2.64313 0.34
C 5.30090 -0.24685 2.48758 -0.16
C 6.33033 -0.31827 3.41431 -0.62
C 6.38415 0.61040 4.46550 -0.44
C 5.31908 1.47476 4.68765 -0.62
C 4.27417 1.52854 3.76756 -0.38
C 1.75015 -0.36353 2.22218 0.41
C 0.48199 -0.41813 1.59937 -0.03
C -0.37578 -1.47152 1.91698 0.64
C 0.01600 -2.39987 2.89312 -0.79
C 1.25823 -2.31646 3.54689 -0.78
C 2.15253 -1.31061 3.17266 -0.60
C 3.38350 3.34553 -1.56695 0.19
C 4.49617 3.46657 -0.72936 -0.31
C 5.59088 4.22505 -1.13108 -0.66
C 5.51796 4.94937 -2.31560 -0.47
C 4.39957 4.86617 -3.13962 -0.57
C 3.32741 4.05803 -2.77518 -0.40
C 0.96694 2.05074 -2.30606 0.62
C 0.03579 3.11398 -2.34880 -0.37
C -0.88493 3.18171 -3.39459 -0.76
C -0.89056 2.18272 -4.38201 -0.47
C 0.05732 1.14850 -4.35060 -0.73
C 0.98172 1.06858 -3.30262 -0.33
H 3.60110 -1.17787 0.01214 0.57
H 3.87188 0.50888 -2.05729 0.61
H 5.25747 -0.96440 1.67211 0.28
H 7.09420 -1.09368 3.36009 0.39
H 7.24019 0.63727 5.14139 0.37
H 5.28180 2.09660 5.56984 0.39
H 3.42097 2.17096 3.93182 0.42
H 0.25378 0.32286 0.82238 0.23
H -1.34078 -1.61768 1.42278 -0.63
H -0.66335 -3.20013 3.17174 0.39
H 1.56756 -3.02929 4.31786 0.39
H 3.17247 -1.30754 3.56982 0.24
H 4.50079 2.95180 0.22230 0.34
H 6.48024 4.25012 -0.51688 0.42
H 6.33353 5.59650 -2.59766 0.37
H 4.34664 5.41743 -4.06837 0.39
H 2.43450 3.97445 -3.40685 0.27
H 0.09246 3.88358 -1.57089 0.40
H -1.57667 4.02709 -3.41183 0.43
H -1.63815 2.24094 -5.17377 0.40
H 0.07670 0.40900 -5.15611 0.40
H 1.73401 0.27584 -3.28914 0.38
B -7.68134 -1.17456 0.80404 -0.06
C -6.18980 -0.81821 0.58043 0.03
N -5.04592 -0.55671 0.49921 -0.38
H -8.53222 -0.45164 1.27834 -0.10
H -7.85656 -2.22077 1.40756 -0.07
H -8.11330 -1.48761 -0.27800 -0.09
```

Values from the calculation:
* spin multiplicity: 6
* HOMO (alpha / beta): -0.27125 / -0.27124 hartree
* molecular weight: 614.421 g mol⁻¹
* gap between HOMO and LUMO (alpha / beta): 6.97 / 5.80 eV
* ⟨S²⟩: 8.77
* lowest unoccupied orbital energy (alpha / beta): -0.409 / -1.576 eV

Q: Which of them is the most stable? A: one.

--- one ---
This record from the OMol25 dataset describes a single C4H7FOS molecule. The level of theory is the ωB97M-V functional and the def2-TZVPD basis.

Geometry as XYZ:
```
14
Properties=species:S:1:pos:R:3:mulliken_charge:R:1
C -1.33985 1.02333 0.19895 -0.70
C -0.61428 0.06325 -0.26858 0.53
C -0.87226 -0.99996 -1.24275 -1.29
S 1.52798 -0.11765 0.11729 0.82
C 3.14550 0.64576 0.18557 -0.80
O 1.62647 -1.36754 0.76917 -0.52
F 1.58058 -0.38009 -1.57182 -0.30
H -0.94220 1.78986 0.86990 0.24
H -2.25559 1.30476 -0.20401 0.32
H -0.80037 -0.69947 -2.25227 0.28
H -1.81382 -1.36192 -1.24811 0.47
H -0.12046 -1.71022 -0.93361 0.37
H 3.57881 0.64058 1.15388 0.33
H 2.93751 1.70338 -0.08007 0.25
```

Values from the calculation:
* HOMO (alpha / beta): -0.32531 / -0.32517 hartree
* molecular weight: 122.164 g mol⁻¹
* gap between HOMO and LUMO (alpha / beta): 7.94 / 7.93 eV
* SMILES string: C=C(C)[S@@](=C)(=O)F
* lowest unoccupied orbital energy (alpha / beta): -0.914 / -0.914 eV

--- two ---
This record from the OMol25 dataset describes a single C4H7FOS molecule. The level of theory is the ωB97M-V functional and the def2-TZVPD basis.

Geometry as XYZ:
```
14
Properties=species:S:1:pos:R:3:mulliken_charge:R:1
C -0.09853 1.23010 -0.92957 -1.25
C 0.78072 0.12207 -0.31233 0.23
C 0.12594 -1.17962 -0.73240 -0.53
F -1.22818 -1.37741 -0.27354 -0.32
S 1.16529 0.35303 1.42175 -0.09
C -0.38721 -0.03119 2.22804 0.17
O -0.65218 0.00967 3.40713 -0.46
H -0.25399 1.08565 -1.98813 0.39
H 0.40559 2.18646 -0.83216 0.35
H -1.04131 1.24331 -0.40309 0.34
H 1.74528 0.13375 -0.85053 0.26
H -0.02490 -1.24926 -1.81159 0.34
H 0.58472 -2.11890 -0.38540 0.31
H -1.12124 -0.40766 1.46180 0.26
```

Values from the calculation:
* HOMO: -0.35980 hartree
* molecular weight: 122.164 g mol⁻¹
* gap between HOMO and LUMO: 10.37 eV
* SMILES string: C[C@H](CF)SC=O
* lowest unoccupied orbital energy: 0.583 eV

Q: Which of them is the most stable? A: two.